Record 1
A structure of composition C38H54FFeN5O7. Source: the OMol25 dataset; level of theory: wB97M-V/def2-TZVPD.

As for the orbital gap (alpha / beta): 0.303 / 0.292 Ha. Its spin multiplicity is 5. For the LUMO energy (alpha / beta), the calculation gives -0.1 / -0.2 eV.

CARTESIAN COORDINATES (ANGSTROEM)
1 Fe 1.540 -0.090 -12.331
2 O 1.727 -2.150 -12.324
3 C 2.298 -2.408 -13.591
4 C 1.849 -1.444 -14.714
5 O 1.651 -0.098 -14.381
6 H 2.087 -3.428 -13.941
7 H 3.389 -2.308 -13.470
8 H 0.923 -1.869 -15.144
9 H 2.567 -1.563 -15.542
10 N 6.218 -5.758 -16.735
11 C 5.292 -5.716 -17.699
12 C 4.244 -4.827 -17.841
13 C 4.162 -3.798 -16.882
14 C 5.057 -3.842 -15.832
15 C 6.029 -4.846 -15.786
16 H 5.225 -6.533 -18.418
17 H 3.553 -4.861 -18.668
18 H 3.382 -3.048 -16.901
19 H 5.139 -3.043 -15.106
20 H 6.687 -4.841 -14.923
21 N -2.169 -1.796 -14.309
22 C -1.756 -1.832 -15.585
23 C -2.439 -2.526 -16.572
24 C -3.628 -3.148 -16.255
25 C -4.116 -3.053 -14.977
26 C -3.333 -2.380 -14.036
27 H -0.864 -1.263 -15.817
28 H -2.023 -2.590 -17.570
29 H -4.243 -3.669 -16.981
30 H -5.064 -3.476 -14.678
31 H -3.601 -2.485 -12.989
32 N 6.483 2.088 -17.187
33 C 7.683 1.557 -16.956
34 C 7.864 0.310 -16.369
35 C 6.771 -0.462 -16.021
36 C 5.513 0.075 -16.288
37 C 5.412 1.357 -16.822
38 H 8.536 2.166 -17.225
39 H 8.845 -0.066 -16.103
40 H 6.925 -1.392 -15.493
41 H 4.658 -0.536 -16.026
42 H 4.456 1.841 -16.969
43 N 1.553 0.088 -10.146
44 C 2.017 1.101 -9.394
45 C 1.889 1.207 -8.025
46 C 1.306 0.146 -7.359
47 C 0.856 -0.945 -8.095
48 C 0.958 -0.915 -9.477
49 H 2.474 1.906 -9.958
50 H 2.222 2.073 -7.473
51 H 1.187 0.086 -6.285
52 H 0.389 -1.760 -7.562
53 H 0.534 -1.741 -10.035
54 N 3.670 0.650 -12.289
55 C 4.613 0.131 -11.482
56 C 5.881 0.673 -11.286
57 C 6.265 1.728 -12.106
58 C 5.365 2.172 -13.078
59 C 4.116 1.619 -13.119
60 H 4.245 -0.625 -10.795
61 H 6.496 0.307 -10.477
62 H 7.233 2.192 -11.981
63 H 5.727 2.983 -13.694
64 H 3.348 1.903 -13.831
65 C -1.868 0.002 -11.613
66 O -0.656 -0.363 -12.230
67 H -2.612 0.362 -12.324
68 H -2.330 -0.810 -11.041
69 H -1.678 0.783 -10.876
70 H -0.844 -1.080 -12.870
71 C 0.366 1.651 -16.997
72 O 1.713 1.552 -16.590
73 H 0.084 2.706 -16.926
74 H 0.282 1.288 -18.025
75 H -0.355 1.084 -16.401
76 H 1.801 1.028 -15.767
77 C 4.155 -5.600 -12.880
78 O 5.176 -5.011 -12.092
79 H 3.835 -4.837 -13.606
80 H 4.510 -6.464 -13.433
81 H 3.273 -5.712 -12.241
82 H 4.761 -4.478 -11.395
83 C 2.970 -4.182 -9.649
84 O 3.616 -3.274 -10.535
85 H 2.479 -3.614 -8.854
86 H 2.221 -4.803 -10.152
87 H 3.674 -4.895 -9.221
88 H 2.901 -2.887 -11.080
89 C -0.604 -4.536 -12.805
90 O -0.591 -3.564 -11.791
91 H 0.317 -5.136 -12.781
92 H -1.420 -5.237 -12.617
93 H -0.742 -4.077 -13.791
94 H 0.190 -2.978 -11.885
95 F -1.713 -6.692 -18.708
96 C -0.701 -6.298 -17.937
97 C -0.817 -5.169 -17.147
98 C 0.207 -4.804 -16.288
99 C 1.353 -5.589 -16.183
100 C 1.438 -6.752 -16.965
101 C 0.404 -7.123 -17.806
102 H -1.739 -4.601 -17.178
103 H 0.080 -3.961 -15.620
104 H 2.109 -5.423 -15.429
105 H 2.296 -7.357 -16.700
106 H 0.516 -8.029 -18.388

=====

Record 2
A structure of composition C38H54MnN2O2PSb2. Source: the OMol25 dataset; level of theory: wB97M-V/def2-TZVPD.

As for the orbital gap (alpha / beta): 0.192 / 0.197 Ha. As for the net charge: +2. Its spin multiplicity is 5. For the LUMO energy (alpha / beta), the calculation gives -7.2 / -7.1 eV.

CARTESIAN COORDINATES (ANGSTROEM)
1 Mn -0.331 0.067 -0.432
2 C -3.114 0.162 0.859
3 O -1.680 0.345 0.964
4 C -1.138 0.544 2.253
5 C -1.885 0.938 3.340
6 C -1.221 1.102 4.553
7 C 0.144 0.881 4.653
8 C 0.880 0.485 3.545
9 C 0.227 0.310 2.338
10 N 0.852 -0.101 1.125
11 N 2.038 -0.538 1.218
12 C 2.752 -0.911 0.147
13 C 2.312 -0.722 -1.188
14 O 1.116 -0.266 -1.493
15 C 3.182 -0.998 -2.262
16 C 4.429 -1.491 -2.009
17 C 4.909 -1.736 -0.695
18 C 6.201 -2.259 -0.484
19 C 6.651 -2.488 0.790
20 C 5.818 -2.200 1.881
21 C 4.553 -1.690 1.700
22 C 4.078 -1.446 0.405
23 H -3.615 1.110 1.044
24 H -3.420 -0.596 1.577
25 H -3.301 -0.184 -0.155
26 H -2.949 1.115 3.274
27 H -1.786 1.415 5.421
28 H 0.644 1.021 5.601
29 H 1.943 0.309 3.611
30 H 2.833 -0.823 -3.270
31 H 5.088 -1.712 -2.841
32 H 6.827 -2.475 -1.340
33 H 7.640 -2.889 0.958
34 H 6.177 -2.384 2.885
35 H 3.924 -1.484 2.554
36 C -1.256 -4.227 3.787
37 Sb -1.252 -2.977 2.061
38 C -3.326 -3.277 1.618
39 C -0.386 -4.465 0.741
40 C -1.337 -5.571 0.431
41 C -1.299 -6.712 1.239
42 C -2.229 -7.727 1.111
43 C -3.238 -7.611 0.165
44 C -3.283 -6.490 -0.643
45 C -2.341 -5.463 -0.535
46 C -2.521 -4.351 -1.545
47 Sb -1.500 -2.471 -1.784
48 C -2.762 -2.047 -3.451
49 C 0.210 -3.139 -2.864
50 H -1.754 -5.168 3.556
51 H -1.789 -3.729 4.595
52 H -0.235 -4.423 4.109
53 H -3.548 -4.338 1.505
54 H -3.632 -2.754 0.710
55 H -3.903 -2.884 2.457
56 H 0.472 -4.851 1.295
57 H 0.026 -3.988 -0.147
58 H -0.513 -6.803 1.979
59 H -2.169 -8.599 1.747
60 H -3.980 -8.389 0.054
61 H -4.064 -6.408 -1.390
62 H -3.572 -4.052 -1.554
63 H -2.326 -4.754 -2.545
64 H -2.624 -2.837 -4.189
65 H -2.543 -1.088 -3.909
66 H -3.800 -2.055 -3.120
67 H -0.068 -4.038 -3.414
68 H 1.041 -3.370 -2.200
69 H 0.525 -2.373 -3.570
70 C -0.508 3.110 -4.468
71 C -0.081 1.974 -3.526
72 C -0.312 0.634 -4.216
73 P -0.804 2.078 -1.842
74 C -2.547 2.642 -1.824
75 C -3.419 1.705 -2.658
76 C -2.801 4.106 -2.196
77 C 0.256 3.241 -0.868
78 C 0.790 4.481 -1.590
79 C -0.428 3.629 0.444
80 H 0.152 3.112 -5.337
81 H -0.471 4.098 -4.020
82 H -1.521 2.939 -4.833
83 H 0.991 2.068 -3.313
84 H -1.340 0.553 -4.570
85 H -0.087 -0.214 -3.573
86 H 0.331 0.569 -5.095
87 H -2.814 2.523 -0.766
88 H -3.233 1.846 -3.723
89 H -4.471 1.932 -2.483
90 H -3.256 0.649 -2.430
91 H -2.643 4.285 -3.258
92 H -2.180 4.802 -1.635
93 H -3.842 4.345 -1.974
94 H 1.129 2.617 -0.630
95 H -0.008 5.158 -1.895
96 H 1.388 4.231 -2.465
97 H 1.435 5.030 -0.902
98 H -1.269 4.301 0.267
99 H 0.282 4.159 1.079
100 H -0.797 2.773 1.014

=====

Listing DFT total energy for the structures above in their given order: -3644.3394; -3712.6817 Ha.